{
  "formula": "C4H4",
  "method": "ωB97M-V with the def2-TZVPD basis set",
  "multiplicity": 3,
  "mol_weight_g_mol": 52.08,
  "de_lowest_kj_mol": 142.21,
  "lumo_energy_ha": [0.036, -0.102],
  "max_force_ev_per_a": 4.1,
  "e_tot_ev": -4205.0000,
  "symbols": ["C", "C", "C", "C", "H", "H", "H", "H"],
  "coordinates": [[2.78, 0.35, -0.10], [1.71, -0.17, 0.26], [0.23, -0.54, -0.09], [-0.89, 0.35, 0.20], [-0.01, -1.44, -0.79], [-0.55, 1.32, 0.51], [-1.73, -0.16, 0.76], [-1.54, 0.30, -0.75]],
  "nbo_charge": [0.21, -0.29, -0.14, -0.69, 0.21, 0.24, 0.24, 0.23]
}



{
  "formula": "C4H40NO15",
  "method": "ωB97M-V with the def2-TZVPD basis set",
  "mol_weight_g_mol": 342.36,
  "de_lowest_kj_mol": 521.34,
  "total_charge": 1,
  "lumo_energy_ha": -0.103,
  "max_force_ev_per_a": 4.0,
  "e_tot_ev": -36992.8838,
  "symbols": ["C", "O", "C", "C", "C", "N", "H", "H", "H", "H", "H", "H", "H", "H", "H", "H", "H", "H", "H", "H", "O", "H", "H", "O", "H", "H", "O", "H", "H", "O", "H", "H", "O", "H", "H", "O", "H", "H", "O", "H", "H", "O", "H", "H", "O", "H", "H", "O", "H", "H", "O", "H", "H", "O", "H", "H", "O", "H", "H", "O"],
  "coordinates": [[-0.78, -0.22, 3.21], [0.37, -1.09, 3.07], [-1.25, -0.34, 1.73], [-2.62, 0.43, 1.34], [-3.59, -0.11, 2.48], [0.02, 0.17, 0.99], [-1.48, -0.75, 3.90], [-0.45, 0.79, 3.43], [0.71, -1.37, 3.92], [-1.40, -1.33, 1.31], [-2.51, 1.45, 1.44], [-2.97, 0.14, 0.29], [-3.43, -1.22, 2.74], [-3.68, 0.51, 3.33], [-4.69, -0.13, 2.06], [0.38, 1.01, 1.46], [-0.01, 0.17, 0.01], [0.75, -0.51, 1.27], [3.26, 0.88, 2.93], [2.43, 1.25, 1.88], [2.73, 0.37, 2.24], [0.69, -3.80, -2.84], [1.71, -3.64, -1.68], [0.77, -3.46, -1.95], [2.46, -3.82, 1.23], [2.54, -2.46, 1.99], [2.18, -3.35, 2.05], [3.33, 3.32, -1.24], [2.30, 2.20, -1.23], [2.46, 3.08, -0.85], [1.04, 0.84, -1.77], [2.29, 0.03, -1.42], [1.55, 0.48, -1.04], [0.62, -0.59, -4.32], [-0.72, 0.23, -4.43], [0.19, 0.24, -4.16], [-0.22, 2.80, 0.25], [-1.30, 3.33, 1.24], [-0.69, 2.61, 1.09], [3.72, -2.66, -1.71], [3.98, -2.11, -0.28], [3.39, -2.64, -0.81], [-0.06, 1.64, -3.13], [0.43, 2.99, -2.55], [-0.14, 2.22, -2.35], [-3.77, -0.63, -1.62], [-3.66, -2.14, -0.82], [-3.84, -1.21, -0.87], [0.17, -3.17, 0.92], [-0.44, -3.38, -0.44], [-0.17, -2.69, 0.16], [2.87, 3.21, 1.67], [1.32, 3.24, 1.77], [2.12, 3.03, 2.25], [-2.83, -1.50, -3.97], [-1.63, -1.97, -2.86], [-2.04, -1.33, -3.45], [-1.60, 3.31, -2.52], [-3.13, 3.37, -2.06], [-2.38, 3.84, -2.52]],
  "nbo_charge": [-0.11, -0.76, -0.05, -0.43, -0.64, -0.71, 0.22, 0.19, 0.49, 0.26, 0.20, 0.25, 0.21, 0.22, 0.23, 0.44, 0.45, 0.47, 0.48, 0.48, -0.98, 0.47, 0.50, -0.96, 0.48, 0.48, -0.95, 0.48, 0.48, -0.98, 0.50, 0.49, -0.98, 0.50, 0.51, -0.98, 0.50, 0.50, -0.98, 0.48, 0.49, -0.97, 0.51, 0.50, -1.00, 0.51, 0.50, -0.99, 0.49, 0.49, -0.98, 0.49, 0.49, -0.96, 0.50, 0.51, -1.01, 0.48, 0.47, -0.97]
}



{
  "formula": "C4H40O17",
  "method": "ωB97M-V with the def2-TZVPD basis set",
  "mol_weight_g_mol": 360.35,
  "de_lowest_kj_mol": 123.55,
  "lumo_energy_ha": 0.000,
  "max_force_ev_per_a": 2.7,
  "e_tot_ev": -39603.7313,
  "symbols": ["C", "O", "C", "C", "C", "O", "H", "H", "H", "H", "H", "H", "H", "H", "H", "H", "H", "H", "O", "H", "H", "O", "H", "H", "O", "H", "H", "O", "H", "H", "O", "H", "H", "O", "H", "H", "O", "H", "H", "O", "H", "H", "O", "H", "H", "O", "H", "H", "O", "H", "H", "O", "H", "H", "O", "H", "H", "O", "H", "H", "O"],
  "coordinates": [[-0.78, -1.74, -1.57], [0.23, -2.72, -1.28], [-0.21, -0.39, -2.11], [1.10, 0.07, -1.44], [0.84, 0.75, -0.08], [1.75, 1.77, 0.22], [-1.50, -2.36, -2.21], [-1.07, -1.53, -0.55], [0.71, -2.87, -2.14], [-0.97, 0.40, -2.16], [0.08, -0.73, -3.13], [1.69, 0.78, -2.04], [1.78, -0.75, -1.23], [0.78, 0.07, 0.79], [-0.18, 1.14, -0.11], [1.90, 2.23, -0.63], [-4.40, 1.53, -2.52], [-2.94, 1.61, -2.14], [-3.85, 1.65, -1.72], [-0.81, 1.98, -2.99], [-1.72, 3.05, -2.43], [-1.74, 2.26, -3.00], [-0.37, 2.45, 3.85], [-0.47, 1.46, 5.04], [-0.28, 1.52, 4.10], [-3.68, 0.13, 0.10], [-3.68, -1.31, 0.68], [-4.10, -0.44, 0.75], [-1.81, 3.06, 0.51], [-1.76, 4.42, -0.43], [-1.43, 3.53, -0.29], [-1.51, -2.63, 2.88], [-1.68, -1.38, 3.55], [-0.93, -1.90, 3.23], [5.17, -0.65, 0.91], [3.88, -1.52, 0.75], [4.59, -1.07, 0.27], [4.52, 1.51, -3.94], [4.05, 1.11, -2.46], [3.80, 1.23, -3.38], [-2.12, 0.42, 3.30], [-3.60, 0.19, 2.66], [-2.66, 0.04, 2.59], [3.28, 1.38, -0.07], [4.73, 1.01, 0.22], [4.20, 1.53, -0.39], [2.62, -2.32, -4.03], [2.35, -1.22, -3.02], [1.90, -1.81, -3.65], [-4.76, 3.03, 1.38], [-3.77, 2.58, 0.41], [-3.89, 3.30, 1.05], [2.01, -2.47, 1.48], [1.39, -2.65, 0.02], [2.23, -2.65, 0.54], [-1.60, -4.41, 1.19], [-2.79, -4.20, 2.09], [-1.85, -3.99, 2.02], [1.28, -0.71, 3.05], [0.93, -2.05, 3.33], [1.76, -1.56, 3.06]],
  "nbo_charge": [-0.07, -0.76, -0.46, -0.48, -0.06, -0.70, 0.19, 0.18, 0.50, 0.21, 0.24, 0.22, 0.24, 0.19, 0.15, 0.48, 0.47, 0.50, -1.01, 0.49, 0.51, -0.94, 0.48, 0.48, -0.95, 0.49, 0.47, -0.96, 0.51, 0.49, -0.99, 0.49, 0.48, -1.00, 0.45, 0.51, -0.96, 0.48, 0.51, -1.00, 0.48, 0.50, -0.98, 0.48, 0.47, -1.00, 0.48, 0.49, -0.97, 0.47, 0.49, -0.96, 0.50, 0.50, -1.03, 0.50, 0.48, -0.94, 0.48, 0.51, -0.98]
}



{
  "formula": "C4H42NO16",
  "method": "ωB97M-V with the def2-TZVPD basis set",
  "mol_weight_g_mol": 360.37,
  "de_lowest_kj_mol": 385.81,
  "total_charge": 1,
  "lumo_energy_ha": -0.091,
  "max_force_ev_per_a": 2.3,
  "e_tot_ev": -39074.3292,
  "symbols": ["C", "N", "C", "C", "C", "H", "H", "H", "H", "H", "H", "H", "H", "H", "H", "H", "H", "O", "H", "H", "O", "H", "H", "O", "H", "H", "O", "H", "H", "O", "H", "H", "O", "H", "H", "O", "H", "H", "O", "H", "H", "O", "H", "H", "O", "H", "H", "O", "H", "H", "O", "H", "H", "O", "H", "H", "O", "H", "H", "O", "H", "H", "O"],
  "coordinates": [[1.19, 1.07, -2.03], [0.82, -0.10, -1.15], [-0.67, -0.32, -1.13], [-1.27, 0.83, -2.00], [-0.12, 1.77, -2.29], [1.80, 1.71, -1.41], [1.83, 0.67, -2.81], [1.18, 0.12, -0.19], [1.37, -0.94, -1.39], [-1.06, -0.44, -0.12], [-0.82, -1.29, -1.58], [-1.45, 0.36, -2.97], [-2.17, 1.21, -1.57], [-0.18, 2.73, -1.76], [-0.11, 2.29, -3.26], [-2.29, -0.67, 2.71], [-1.44, -1.81, 2.51], [-1.84, -1.11, 1.97], [4.48, 0.03, 3.14], [3.57, 0.87, 3.83], [3.76, -0.08, 3.77], [0.24, -2.60, -3.52], [-0.13, -3.25, -2.30], [0.59, -2.68, -2.59], [-0.56, -1.64, -5.15], [-1.71, -2.02, -4.08], [-0.98, -2.31, -4.63], [-1.09, 5.34, -0.49], [-0.70, 3.95, -0.30], [-1.26, 4.62, 0.12], [-1.18, 1.34, 3.50], [-0.21, 1.57, 4.52], [-0.33, 0.98, 3.80], [-2.65, 3.34, 2.76], [-2.61, 2.01, 2.10], [-2.79, 2.41, 2.94], [-3.84, 3.00, 0.69], [-4.83, 2.46, -0.23], [-4.51, 3.32, 0.08], [2.42, -2.88, 0.17], [2.84, -3.12, -1.33], [2.76, -2.45, -0.65], [2.28, -0.50, 1.57], [2.99, -1.15, 0.31], [2.77, -0.32, 0.77], [5.00, 0.32, -1.83], [4.33, 0.54, -0.55], [4.12, 0.22, -1.43], [-2.90, -0.88, 0.33], [-4.14, -0.67, -0.62], [-3.39, -0.25, -0.20], [1.22, 3.17, 0.90], [0.52, 1.72, 0.57], [1.30, 2.25, 0.68], [0.36, -0.81, 3.96], [1.87, -0.72, 3.60], [1.07, -1.24, 3.47], [-2.97, -3.12, -0.78], [-2.83, -3.59, -2.33], [-2.77, -2.88, -1.69], [1.52, -2.78, 2.22], [2.06, -4.18, 1.84], [1.55, -3.44, 1.51]],
  "nbo_charge": [-0.24, -0.57, -0.25, -0.42, -0.44, 0.26, 0.23, 0.46, 0.49, 0.23, 0.25, 0.20, 0.26, 0.19, 0.24, 0.48, 0.49, -0.96, 0.48, 0.47, -0.94, 0.49, 0.47, -0.99, 0.50, 0.50, -0.95, 0.48, 0.45, -0.93, 0.49, 0.48, -0.97, 0.49, 0.46, -0.94, 0.45, 0.46, -0.91, 0.50, 0.51, -1.01, 0.48, 0.51, -1.00, 0.47, 0.48, -0.95, 0.49, 0.49, -0.98, 0.50, 0.47, -0.96, 0.51, 0.50, -1.02, 0.49, 0.49, -0.98, 0.51, 0.49, -0.97]
}



{
  "formula": "C4H42NO16",
  "method": "ωB97M-V with the def2-TZVPD basis set",
  "multiplicity": 2,
  "mol_weight_g_mol": 360.37,
  "total_charge": 2,
  "lumo_energy_ha": [-0.264, -0.409],
  "max_force_ev_per_a": 2.3,
  "e_tot_ev": -39063.4423,
  "symbols": ["C", "C", "C", "C", "N", "H", "H", "H", "H", "H", "H", "H", "H", "H", "H", "H", "H", "O", "H", "H", "O", "H", "H", "O", "H", "H", "O", "H", "H", "O", "H", "H", "O", "H", "H", "O", "H", "H", "O", "H", "H", "O", "H", "H", "O", "H", "H", "O", "H", "H", "O", "H", "H", "O", "H", "H", "O", "H", "H", "O", "H", "H", "O"],
  "coordinates": [[1.45, -3.18, 2.36], [0.61, -3.80, 1.21], [1.00, -3.08, 0.00], [0.21, -2.13, -0.65], [0.62, -1.56, -1.87], [1.09, -2.22, 2.69], [2.49, -3.14, 2.02], [1.50, -3.89, 3.18], [-0.46, -3.78, 1.42], [0.68, -4.89, 1.04], [1.98, -3.28, -0.42], [-0.81, -1.95, -0.33], [1.09, -0.61, -1.75], [1.21, -2.27, -2.36], [-0.26, -1.33, -2.47], [0.92, 2.04, 2.27], [1.14, 2.28, 0.73], [1.16, 1.61, 1.43], [-3.89, -0.25, -0.21], [-3.77, 0.57, -1.49], [-3.87, -0.33, -1.18], [-3.18, 0.61, 2.26], [-2.27, -0.64, 1.75], [-2.89, 0.08, 1.51], [4.05, 0.04, 1.13], [2.67, 0.91, 1.15], [3.54, 0.73, 0.70], [2.11, -4.71, -3.04], [2.83, -3.43, -3.43], [2.08, -3.75, -2.90], [-0.23, 2.75, -2.39], [1.31, 2.80, -2.14], [0.56, 2.21, -2.29], [-0.23, 2.74, 3.41], [0.79, 3.71, 3.84], [0.60, 2.77, 3.94], [2.73, 0.46, -0.77], [2.70, 0.96, -2.15], [2.48, 0.15, -1.68], [-1.93, -0.52, 3.81], [-2.02, -2.09, 3.76], [-1.62, -1.33, 3.36], [-2.03, 1.50, 4.34], [-1.51, 1.02, 5.67], [-2.22, 0.86, 5.03], [-1.59, 4.34, 2.07], [-2.23, 2.85, 1.95], [-1.54, 3.42, 2.31], [3.07, 3.80, -0.59], [3.50, 2.28, -0.35], [3.10, 2.92, -0.95], [-2.51, 3.05, -0.58], [-2.53, 1.63, -0.14], [-2.93, 2.48, 0.07], [3.69, -0.70, -3.29], [4.72, -1.37, -4.05], [4.20, -1.53, -3.25], [-2.12, -0.72, -2.92], [-1.44, 0.15, -3.81], [-1.32, -0.75, -3.49], [-4.86, 0.25, -3.41], [-3.91, -0.39, -4.47], [-3.96, 0.26, -3.77]],
  "nbo_charge": [-0.59, -0.51, 0.15, 0.24, -0.81, 0.25, 0.22, 0.28, 0.25, 0.30, 0.26, 0.24, 0.51, 0.49, 0.49, 0.51, 0.49, -0.99, 0.50, 0.47, -0.98, 0.49, 0.51, -1.01, 0.51, 0.52, -1.01, 0.51, 0.52, -1.00, 0.48, 0.50, -0.98, 0.48, 0.48, -0.96, 0.52, 0.51, -0.97, 0.51, 0.49, -1.00, 0.47, 0.50, -0.94, 0.50, 0.52, -1.01, 0.50, 0.51, -1.01, 0.47, 0.48, -0.94, 0.47, 0.48, -0.95, 0.52, 0.51, -0.95, 0.50, 0.49, -0.99]
}



{
  "formula": "C4H4AuO2",
  "method": "ωB97M-V with the def2-TZVPD basis set",
  "multiplicity": 3,
  "mol_weight_g_mol": 281.04,
  "de_lowest_kj_mol": 54.35,
  "total_charge": 1,
  "lumo_energy_ha": [-0.221, -0.258],
  "max_force_ev_per_a": 6.6,
  "e_tot_ev": -11985.2855,
  "symbols": ["H", "O", "C", "C", "C", "C", "O", "Au", "H", "H", "H"],
  "coordinates": [[0.45, -2.30, 1.65], [1.79, -3.27, 0.90], [2.29, -2.14, 1.11], [1.25, -1.30, 1.69], [1.34, -0.44, 2.71], [0.12, 0.05, 3.35], [0.12, 0.74, 4.36], [-1.55, 1.62, 4.96], [2.91, -1.65, 0.33], [2.29, -0.24, 3.22], [-0.83, -0.14, 2.80]],
  "nbo_charge": [0.24, -0.09, 0.13, -0.20, -0.33, 0.39, -0.66, 0.83, 0.27, 0.26, 0.16]
}



{
  "formula": "C4H4BeLi2O2",
  "method": "ωB97M-V with the def2-TZVPD basis set",
  "mol_weight_g_mol": 106.97,
  "total_charge": 2,
  "lumo_energy_ha": -0.319,
  "max_force_ev_per_a": 4.3,
  "e_tot_ev": -9103.0903,
  "symbols": ["O", "C", "C", "Li", "Li", "H", "C", "C", "O", "H", "H", "H", "Be"],
  "coordinates": [[-0.76, 2.57, 0.18], [-1.24, 1.48, -0.05], [-1.61, 0.29, -0.29], [0.43, 3.42, -1.13], [-1.11, 3.38, 1.94], [-2.57, 0.08, -0.79], [0.97, -2.10, 0.37], [1.63, -1.42, -0.59], [-0.08, -1.68, 1.05], [1.26, -3.14, 0.57], [2.40, -1.92, -1.17], [1.49, -0.34, -0.72], [-0.80, -0.63, 0.64]],
  "nbo_charge": [-0.83, 0.62, -0.99, 0.99, 0.99, 0.37, 0.16, -0.52, -1.03, 0.21, 0.25, 0.14, 1.65]
}



{
  "formula": "C4H4Br2F3NO2",
  "method": "ωB97M-V with the def2-TZVPD basis set",
  "mol_weight_g_mol": 314.88,
  "de_lowest_kj_mol": 174.35,
  "lumo_energy_ha": [-0.012, -0.007],
  "max_force_ev_per_a": 4.0,
  "e_tot_ev": -158032.5622,
  "symbols": ["C", "C", "C", "C", "N", "O", "O", "F", "F", "F", "Br", "Br", "H", "H", "H", "H"],
  "coordinates": [[-0.56, -0.38, -0.39], [-0.70, -2.55, -1.08], [-0.51, 1.79, 0.64], [1.89, 1.31, 0.60], [-0.96, 0.47, 0.64], [0.10, -0.06, -1.33], [-1.02, -1.53, -0.12], [2.52, 1.40, -0.55], [1.99, 0.14, 1.16], [2.42, 2.24, 1.47], [-0.64, 2.67, 2.29], [-0.79, 2.83, -0.83], [0.30, -3.01, -0.78], [-0.87, -2.01, -2.05], [-1.50, -3.36, -0.94], [-1.67, 0.04, 1.26]],
  "nbo_charge": [0.89, -0.28, -0.17, 0.97, -0.71, -0.62, -0.50, -0.31, -0.32, -0.36, 0.15, 0.19, 0.21, 0.23, 0.20, 0.43]
}



{
  "formula": "C4H4Br2N2",
  "method": "ωB97M-V with the def2-TZVPD basis set",
  "mol_weight_g_mol": 239.90,
  "de_lowest_kj_mol": 377.63,
  "lumo_energy_ha": [-0.115, -0.115],
  "max_force_ev_per_a": 3.7,
  "e_tot_ev": -147271.6822,
  "symbols": ["C", "C", "C", "C", "N", "N", "Br", "Br", "H", "H", "H", "H"],
  "coordinates": [[-0.72, -0.27, -0.96], [0.18, 0.11, 1.39], [-0.82, 0.56, 0.39], [-1.51, -0.76, 0.15], [-0.08, -1.38, 1.57], [-0.94, -1.84, 0.83], [-1.38, 2.38, 0.20], [-4.67, -0.38, -0.28], [-1.15, 0.38, -1.70], [0.10, -0.87, -1.26], [1.20, 0.11, 0.91], [0.13, 0.77, 2.40]],
  "nbo_charge": [-0.44, -0.36, -0.16, 0.37, -0.04, -0.15, 0.18, -0.44, 0.28, 0.23, 0.26, 0.27]
}



{
  "formula": "C4H4Br2N3Pt",
  "method": "ωB97M-V with the def2-TZVPD basis set",
  "multiplicity": 3,
  "mol_weight_g_mol": 448.98,
  "de_lowest_kj_mol": 0.00,
  "total_charge": -1,
  "lumo_energy_ha": [0.103, 0.052],
  "max_force_ev_per_a": 0.8,
  "e_tot_ev": -152014.5070,
  "symbols": ["Pt", "Br", "C", "Br", "H", "H", "N", "C", "N", "C", "N", "C", "H", "H"],
  "coordinates": [[0.74, -0.12, 0.86], [-1.21, -2.67, 0.14], [0.41, -1.71, -0.35], [2.99, 1.05, 0.61], [0.25, -1.34, -1.36], [1.21, -2.44, -0.31], [-3.85, 2.90, -2.21], [-2.74, 2.88, -1.87], [-1.48, 2.98, -1.52], [-0.86, 2.00, -0.97], [-0.19, 1.17, -0.49], [1.42, -1.30, 2.26], [2.42, -1.19, 2.68], [0.89, -2.21, 2.54]],
  "nbo_charge": [0.91, -0.05, -0.58, -0.53, 0.21, 0.20, -0.51, 0.44, -0.69, 0.61, -0.69, -0.63, 0.16, 0.15]
}



{
  "formula": "C4H4BrClF2O2",
  "method": "ωB97M-V with the def2-TZVPD basis set",
  "mol_weight_g_mol": 237.43,
  "de_lowest_kj_mol": 129.53,
  "lumo_energy_ha": [0.011, -0.065],
  "max_force_ev_per_a": 5.4,
  "e_tot_ev": -96302.8883,
  "symbols": ["C", "C", "C", "C", "O", "O", "F", "F", "Cl", "Br", "H", "H", "H", "H"],
  "coordinates": [[-0.99, 0.13, -0.35], [-0.09, -1.81, -1.30], [1.95, 1.20, 1.40], [-1.88, 0.71, 0.53], [-0.16, 0.72, -1.08], [-1.02, -1.24, -0.45], [2.42, 0.00, 1.75], [-2.76, -0.04, 1.24], [1.91, 1.67, -0.18], [-1.86, 2.58, 0.82], [0.63, -1.09, -1.62], [-0.63, -2.09, -2.13], [0.50, -2.68, -0.90], [1.99, 1.95, 2.27]],
  "nbo_charge": [0.55, -0.26, 0.08, 0.30, -0.57, -0.50, -0.32, -0.28, 0.12, 0.13, 0.21, 0.18, 0.19, 0.17]
}



{
  "formula": "C4H4BrClN2",
  "method": "ωB97M-V with the def2-TZVPD basis set",
  "mol_weight_g_mol": 195.45,
  "de_lowest_kj_mol": 268.41,
  "smiles": "C=N/C=C\\N=C(/Cl)Br",
  "lumo_energy_ha": -0.007,
  "max_force_ev_per_a": 4.5,
  "e_tot_ev": -89754.3778,
  "symbols": ["C", "N", "C", "C", "N", "C", "Cl", "Br", "H", "H", "H", "H"],
  "coordinates": [[-0.55, -0.65, -1.28], [0.39, -0.60, -0.46], [0.86, 0.16, 0.53], [-0.05, 0.51, 1.51], [-1.39, 0.14, 1.27], [-2.08, 0.51, 0.28], [-2.14, 2.13, -0.32], [-3.65, -0.55, 0.02], [-0.94, -1.61, -1.57], [-0.91, 0.23, -1.96], [1.82, 0.24, 0.85], [0.30, 0.91, 2.49]],
  "nbo_charge": [-0.01, -0.40, -0.06, -0.13, -0.45, 0.12, 0.03, 0.09, 0.18, 0.17, 0.22, 0.23]
}